ORCA calculation (ωB97M-V with the def2-TZVPD basis set) on an isolated molecule of C5H7NO in a non-equilibrium geometry.

```
14
Properties=species:S:1:pos:R:3:forces:R:3
C -1.56250 -0.86244 -0.27178 0.001 -0.224 0.009
N -1.76061 0.56131 0.14088 -0.259 0.110 0.086
C -0.45400 0.08332 -0.20694 0.037 -0.139 0.119
C 0.54963 0.27333 0.87069 -0.286 -0.134 0.782
C 1.67316 -0.30720 -0.07794 -0.012 -0.112 0.115
C 0.78829 0.70844 -0.84932 -0.133 0.166 -0.613
O 0.86761 1.60206 0.31194 -0.199 0.216 0.032
H -1.67380 -1.63374 0.48659 0.166 0.062 -0.054
H -1.98240 -1.13719 -1.23703 -0.041 0.256 0.173
H -1.66070 0.60177 1.17772 -0.973 0.143 -0.943
H 0.01060 0.30808 1.86906 1.990 -0.496 -0.220
H 1.64613 -1.35195 -0.41059 -0.213 0.166 0.292
H 2.69513 0.03728 0.10917 -0.329 0.028 0.064
H 0.88722 1.13753 -1.84687 0.251 -0.042 0.159
```
Forces are in eV/Å.

The value obtained for the molecular weight is 97.12 g/mol. The gap between HOMO and LUMO comes out at 10.6 eV. Its HOMO energy is -9.60 eV. The calculation puts the total energy at -324.5300 Eh. Its LUMO energy is 1.00 eV. The energy above the lowest of the compared OMol25 structures with the same formula, charge and spin is 5.2910 eV.


ORCA calculation (ωB97M-V with the def2-TZVPD basis set) on the ion C6H11IN with charge +1 in a non-equilibrium geometry.

```
19
Properties=species:S:1:pos:R:3:forces:R:3
C -1.08450 0.89245 0.26600 -0.407 -0.066 1.689
C 0.16798 0.91851 -0.56869 1.464 -2.227 -1.283
C 0.73957 2.23282 -0.88430 -2.777 2.337 1.772
C 0.66531 -0.25636 -1.06773 -0.654 0.469 0.819
I 2.38701 -0.82938 -2.30712 -1.401 0.841 1.012
C -0.22105 -1.45244 -0.62888 1.210 0.757 -0.986
C 0.59462 -1.96625 0.43663 -1.686 -0.740 0.450
N 0.07338 -2.02983 1.62969 1.683 -1.451 2.003
H -1.08817 1.85246 0.73445 -0.515 0.811 0.294
H -1.17095 0.18331 1.19055 0.463 1.081 -1.844
H -2.00251 0.79444 -0.34038 0.396 0.026 0.224
H 0.88585 2.76301 0.14253 0.017 -0.571 -1.883
H -0.09529 2.83845 -1.43862 1.569 -0.843 0.946
H 1.61348 2.22101 -1.46084 1.236 -0.070 -0.710
H -0.34424 -2.03612 -1.50392 -0.254 -1.141 -0.538
H -1.12237 -1.03697 -0.23052 -0.556 -0.634 -0.334
H 1.59888 -2.32483 0.21790 0.086 0.347 0.518
H -0.90188 -2.06278 1.96877 0.439 0.639 -1.286
H 0.67578 -2.36538 2.40885 -0.313 0.436 -0.862
```
Forces are in eV/Å.

The value obtained for the molecular weight is 224.06 g/mol. The gap between HOMO and LUMO comes out at 8.0 eV. Its total charge is +1. Its HOMO energy is -12.65 eV. As for the SMILES: CC(C)=C(I)CC=[NH2+]. The calculation puts the total energy at -587.3448 Eh. Its LUMO energy is -4.63 eV. The energy above the lowest of the compared OMol25 structures with the same formula, charge and spin is 1.3234 eV.


ORCA calculation (ωB97M-V with the def2-TZVPD basis set) on an isolated molecule of C3H4N4O in a non-equilibrium geometry.

```
12
Properties=species:S:1:pos:R:3:forces:R:3
H 2.03894 1.14927 2.41938 -1.588 -0.107 -1.104
N 1.46739 1.50024 1.60676 2.924 1.155 2.419
C 0.82681 0.75358 0.85323 -0.271 0.530 -1.422
C 0.31587 -0.54054 0.94550 -1.385 -2.508 2.235
C -0.40921 -1.04438 -0.09279 2.443 2.198 1.968
N -0.53538 -0.34092 -1.21361 -1.981 -1.706 -1.914
O -1.37856 -0.85797 -2.26151 -1.247 3.384 -0.265
N -0.27712 0.90257 -1.27108 1.837 2.615 0.962
N 0.41775 1.42574 -0.32603 -1.519 0.959 -2.084
H 0.29411 -0.99847 2.02348 0.132 0.354 -2.509
H -0.79201 -1.95659 -0.04684 -1.907 -3.716 -0.075
H -1.96860 0.00747 -2.63649 2.561 -3.158 1.788
```
Forces are in eV/Å.

The value obtained for the molecular weight is 112.09 g/mol. The gap between HOMO and LUMO comes out at 8.8 eV. Its HOMO energy is -8.63 eV. As for the SMILES: [H]/N=c1\ccn(O)nn1. The calculation puts the total energy at -410.7926 Eh. Its LUMO energy is 0.17 eV. The energy above the lowest of the compared OMol25 structures with the same formula, charge and spin is 5.7327 eV.


ORCA calculation (ωB97M-V with the def2-TZVPD basis set) on an isolated molecule of C4H5NO.

```
11
Properties=species:S:1:pos:R:3:forces:R:3
O -2.02638 0.28187 -0.66786 0.067 0.012 0.164
C -1.56883 0.52406 0.42802 0.043 0.029 0.060
N -0.23578 0.66401 0.69209 -0.106 -0.125 0.002
C 0.73715 0.30986 -0.29423 -0.151 0.471 -0.136
C 1.71846 -0.92101 0.41505 -0.152 -0.451 -0.417
C 1.13687 -1.47074 -0.55423 0.242 0.160 0.380
H -2.19909 0.67327 1.32311 0.072 -0.013 -0.124
H 0.07097 0.66997 1.65424 -0.076 0.022 -0.095
H 0.18373 0.25292 -1.24146 0.152 -0.138 0.041
H 1.50289 1.07364 -0.42449 -0.106 -0.172 0.009
H 0.68001 -2.05782 -1.33025 0.015 0.204 0.116
```
Forces are in eV/Å.

The value obtained for the molecular weight is 83.09 g/mol. The gap between HOMO and LUMO comes out at 10.9 eV. Its HOMO energy is -10.01 eV. The calculation puts the total energy at -285.2649 Eh. Its LUMO energy is 0.94 eV. The energy above the lowest of the compared OMol25 structures with the same formula, charge and spin is 4.0727 eV.


Question: molecular weight of number 2 (C6H11IN)?
Answer: 224.06 g/mol


What did the third record say?
ORCA calculation (ωB97M-V with the def2-TZVPD basis set) on an isolated molecule of C3H4N4O in a non-equilibrium geometry.

```
12
Properties=species:S:1:pos:R:3:forces:R:3
H 2.03894 1.14927 2.41938 -1.588 -0.107 -1.104
N 1.46739 1.50024 1.60676 2.924 1.155 2.419
C 0.82681 0.75358 0.85323 -0.271 0.530 -1.422
C 0.31587 -0.54054 0.94550 -1.385 -2.508 2.235
C -0.40921 -1.04438 -0.09279 2.443 2.198 1.968
N -0.53538 -0.34092 -1.21361 -1.981 -1.706 -1.914
O -1.37856 -0.85797 -2.26151 -1.247 3.384 -0.265
N -0.27712 0.90257 -1.27108 1.837 2.615 0.962
N 0.41775 1.42574 -0.32603 -1.519 0.959 -2.084
H 0.29411 -0.99847 2.02348 0.132 0.354 -2.509
H -0.79201 -1.95659 -0.04684 -1.907 -3.716 -0.075
H -1.96860 0.00747 -2.63649 2.561 -3.158 1.788
```
Forces are in eV/Å.

The value obtained for the molecular weight is 112.09 g/mol. The gap between HOMO and LUMO comes out at 8.8 eV. Its HOMO energy is -8.63 eV. As for the SMILES: [H]/N=c1\ccn(O)nn1. The calculation puts the total energy at -410.7926 Eh. Its LUMO energy is 0.17 eV. The energy above the lowest of the compared OMol25 structures with the same formula, charge and spin is 5.7327 eV.


Question: Look up the molecular weight of the fourth one.
Answer: 83.09 g/mol